No. 1
63
Properties=species:S:1:pos:R:3:forces:R:3:nbo_charge:R:1 method="wB97M-V/def2-TZVPD" e_lumo_ha=-0.4281 max_force_ha_per_bohr=0.0807 charge=+2 gap_ev=2.26 e_tot_ha=-11449.20371
C -1.598440 0.729431 -0.206470 -0.37 -0.12 0.21 -0.63
C -0.122335 0.726224 -0.601132 -0.60 -0.16 -0.97 -0.10
O 0.424581 2.055391 -0.744409 0.41 -1.81 3.55 -0.51
C 0.113096 2.955575 0.370806 1.25 -0.52 1.26 -0.12
C 0.540294 2.415228 1.753826 -0.23 0.37 -0.43 -0.29
N 1.871715 1.735852 1.737618 0.16 0.50 1.07 -0.71
I 2.847144 2.059277 3.612993 0.07 -0.25 -0.40 0.49
H -1.772418 0.896308 0.853390 0.02 -0.05 0.05 0.25
H -2.074610 -0.263041 -0.415205 0.89 0.43 0.30 0.10
H -2.184016 1.469820 -0.757666 0.22 0.08 -0.20 0.24
H 0.504457 0.102104 0.030825 0.03 0.20 0.27 0.22
H -0.049989 0.273378 -1.591841 0.17 0.21 -0.17 0.23
H 0.675001 3.867941 0.214999 0.25 -0.07 -0.48 0.25
H -0.927416 3.262448 0.395547 -0.24 -0.32 -0.05 0.23
H -0.220324 1.815991 2.241126 0.26 -0.47 -0.08 0.24
H 0.666514 3.281763 2.395589 -0.12 0.23 -0.08 0.25
H 2.511244 2.150536 1.018888 0.08 -0.21 -0.37 0.48
H 1.824125 0.720483 1.669120 -0.04 0.04 -0.34 0.44
O 3.639215 2.698131 -0.361018 -0.43 -0.53 0.67 -0.96
H 3.520188 1.948850 -0.968106 0.18 0.03 -0.18 0.51
H 4.456801 2.485666 0.113962 0.17 0.09 -0.26 0.50
C 1.165662 -5.271238 1.890294 0.06 0.03 0.11 -0.21
C -0.225105 -5.219852 1.800529 -0.09 -0.10 0.12 -0.29
C -0.881833 -3.998091 1.864851 -0.42 -0.10 -0.10 -0.26
C -0.129619 -2.835567 2.011866 0.36 -0.41 -0.01 0.04
C 1.255040 -2.876231 2.114828 -0.17 0.30 0.04 -0.18
C 1.902218 -4.102790 2.053026 -0.03 -0.50 0.00 -0.17
N -0.815572 -1.541985 2.041664 0.09 -0.02 0.04 0.53
O -2.028836 -1.532378 1.944429 0.00 0.03 -0.11 -0.39
O -0.138017 -0.530139 2.131651 -0.12 -0.26 0.19 -0.42
H 1.673625 -6.225979 1.833567 0.01 0.00 0.07 0.26
H -0.794065 -6.133674 1.678143 -0.06 0.02 0.11 0.26
H -1.960947 -3.972969 1.796369 0.00 0.15 0.12 0.26
H 1.843903 -1.979758 2.235856 0.04 -0.08 0.00 0.28
H 2.978809 -4.144722 2.126213 -0.03 0.17 0.00 0.30
F 5.492934 -0.080671 1.916201 -0.63 -0.15 -0.37 -0.78
Al 5.078090 -1.422179 0.950189 1.02 -0.39 0.03 2.16
F 4.280865 -0.869806 -0.475083 -0.40 0.02 0.38 -0.73
F 3.925625 -2.378393 1.805233 0.25 0.61 -0.27 -0.80
F 6.420718 -2.354089 0.540478 -0.66 0.33 0.16 -0.76
C -0.617884 4.845328 -3.428701 -0.14 0.90 -0.61 -0.57
Br -0.335111 3.311404 -2.173329 -1.24 2.44 -3.12 0.25
Br -2.208645 5.799635 -2.972567 0.24 -0.29 0.06 0.22
Br 0.919288 5.966280 -3.513439 -0.25 -0.31 0.06 0.24
H -0.757162 4.393892 -4.417888 0.12 -0.29 0.19 0.29
O 0.255002 0.956530 -4.219419 -0.15 -0.08 0.27 -0.82
Cl 0.755555 1.822219 -5.273598 -0.03 0.05 -0.83 2.53
O -0.230502 2.837239 -5.567542 0.08 -0.23 0.03 -0.79
O 1.019385 1.046868 -6.442587 -0.10 0.16 0.26 -0.69
O 1.971176 2.457108 -4.824848 -0.03 -0.01 0.13 -0.77
Na 0.324478 -4.419153 -0.506506 0.78 0.26 -0.58 0.96
Al -3.801151 -1.066829 -1.419188 -0.57 -0.15 -0.24 1.00
O 2.621445 0.554971 -2.883991 0.39 -0.04 0.60 -0.83
H 1.723566 0.702269 -2.575696 -0.09 0.03 -0.28 0.46
H 2.767591 1.265173 -3.526680 -0.03 0.04 -0.19 0.50
Cl 2.407544 -2.476340 -1.851829 -0.39 0.12 0.34 -0.22
C -6.901633 -0.561022 1.753115 0.04 0.24 0.08 -0.49
N -7.630021 -1.851367 1.865194 -0.10 -0.09 0.04 0.53
O -8.595442 -1.895849 2.582151 0.10 -0.07 -0.09 -0.31
O -7.176519 -2.774936 1.207278 0.09 0.06 -0.04 -0.41
H -7.384503 0.184487 2.374245 -0.07 -0.06 0.01 0.25
H -5.882814 -0.742735 2.087415 0.00 -0.01 -0.03 0.22
H -6.931969 -0.272014 0.705266 0.00 0.00 0.01 0.21



No. 2
63
Properties=species:S:1:pos:R:3:forces:R:3:nbo_charge:R:1 method="wB97M-V/def2-TZVPD" de_lowest_kcal_mol=50.2 e_lumo_ha=-0.4083 max_force_ha_per_bohr=0.0571 charge=+1 gap_ev=2.96 e_tot_ha=-7216.62731
Tl 0.798782 -1.356891 -0.130134 -0.85 1.14 0.88 1.55
As 3.022985 1.166877 2.886538 2.89 -0.48 0.18 2.83
F 4.274319 -0.038329 2.546633 -0.68 1.08 0.00 -0.61
F 3.724674 2.330916 1.720608 -0.99 -1.06 0.46 -0.62
F 1.659914 2.181329 3.172094 -0.22 0.15 -0.14 -0.63
F 2.339303 -0.010712 3.982261 0.02 0.50 -0.36 -0.62
F 3.981256 1.957512 4.090425 -0.69 -0.57 -0.22 -0.59
F 2.134800 0.412028 1.505479 -0.77 -0.36 -0.52 -0.66
As -2.413997 -3.962345 1.908143 -2.08 -0.05 1.86 2.82
F -3.185515 -3.369889 0.451009 0.57 -0.13 0.00 -0.63
F -3.937354 -4.663124 2.415699 0.99 -0.18 -0.51 -0.61
F -1.549999 -4.519249 3.295452 -0.16 0.27 -0.37 -0.60
F -0.895955 -3.195358 1.337131 0.39 0.53 -0.34 -0.64
F -2.958919 -2.538477 2.801772 1.05 -0.18 -0.85 -0.62
F -1.941555 -5.431578 1.085986 -0.01 0.55 0.27 -0.61
C 3.257061 3.493873 -2.437125 -0.31 0.28 0.17 -0.26
O 2.899606 2.339385 -1.647896 -0.43 0.19 0.02 -0.48
C 3.272350 1.135270 -1.992039 0.12 1.23 -0.76 1.03
O 2.790775 0.168678 -1.444134 0.00 -1.83 0.21 -0.65
O 4.144952 1.138520 -2.998105 -0.10 -0.04 0.26 -0.49
C 4.913986 -0.048714 -3.240665 0.61 -0.64 1.30 -0.27
H 4.237910 3.864222 -2.151646 0.07 -0.16 -0.11 0.22
H 2.502336 4.227748 -2.162408 0.11 0.06 0.01 0.20
H 3.173559 3.291581 -3.501729 0.20 -0.10 0.04 0.21
H 5.573719 0.058298 -4.095183 -0.71 0.28 -0.43 0.23
H 4.270131 -0.924595 -3.231823 0.04 0.03 -0.49 0.20
H 5.610886 -0.160739 -2.405092 -0.16 -0.03 0.11 0.20
C 0.707768 3.487134 0.804647 0.38 -0.59 1.23 -0.29
O -0.144291 3.575263 -0.352674 0.05 -0.35 -0.32 -0.47
C -0.468821 2.444669 -0.936076 -0.83 0.54 -0.31 1.03
O -0.080574 1.337418 -0.616667 0.74 -0.77 0.92 -0.59
O -1.392491 2.526964 -1.869139 -0.05 -0.46 -0.62 -0.47
C -1.549721 3.621439 -2.761689 0.23 1.94 0.23 -0.27
H 1.645298 2.957425 0.634644 0.00 0.35 -0.51 0.24
H 0.243295 2.905934 1.604970 -0.37 0.07 -0.32 0.20
H 0.856838 4.483937 1.205825 0.06 0.13 -0.45 0.22
H -0.938423 3.546017 -3.659703 -0.14 -0.64 -0.03 0.20
H -1.251500 4.573520 -2.314178 0.10 -0.21 0.34 0.20
H -2.600670 3.769367 -2.993973 -0.02 -0.62 -0.09 0.22
C -0.601106 0.527148 4.425013 1.52 -0.57 1.78 -0.29
O -1.413832 1.231392 3.514289 -0.24 -0.41 -0.04 -0.42
C -1.576967 0.807587 2.286576 -0.53 2.34 0.16 1.02
O -1.004603 -0.144469 1.783820 0.52 -1.24 -0.51 -0.48
O -2.397478 1.601641 1.612543 0.47 -1.19 -1.05 -0.46
C -2.847094 2.820339 2.184164 -0.95 0.67 0.26 -0.27
H 0.194905 -0.070442 3.989634 -0.48 -0.11 -0.46 0.24
H -1.179270 -0.044186 5.155573 -0.44 -0.16 -0.58 0.23
H -0.053758 1.222912 5.070204 -0.31 0.54 -0.45 0.24
H -3.532663 3.328135 1.504102 0.35 -0.44 -0.61 0.22
H -2.001676 3.490829 2.337874 -0.08 -0.11 0.55 0.21
H -3.497790 2.616443 3.034320 0.67 0.10 0.46 0.22
C -2.626601 -3.018997 -3.533833 -1.40 1.80 0.44 -0.27
O -2.493536 -4.110998 -2.620102 0.78 -0.09 -0.52 -0.46
C -1.436682 -4.192757 -1.824262 -1.47 -1.75 -0.47 1.04
O -0.710849 -3.242564 -1.624006 1.44 1.32 0.09 -0.57
O -1.241270 -5.417945 -1.371337 0.43 1.10 -0.14 -0.39
C -2.312985 -6.362289 -1.378430 -0.65 -0.17 1.29 -0.29
H -2.606430 -2.070228 -2.993233 0.14 -0.13 0.24 0.20
H -3.649544 -3.083153 -3.896915 0.09 -0.31 -0.11 0.22
H -1.965976 -2.875726 -4.387488 0.54 -1.08 0.26 0.21
H -2.888611 -6.168457 -0.458325 -0.17 0.31 -0.23 0.27
H -1.895676 -7.327836 -1.096674 0.30 -0.03 -0.77 0.24
H -2.987197 -6.291730 -2.220750 0.43 -0.24 -0.32 0.22



No. 3
59
Properties=species:S:1:pos:R:3:forces:R:3:lowdin_spin:R:1 method="wB97M-V/def2-TZVPD" e_lumo_ha="-0.0168 / -0.0491" s2=3.755 max_force_ha_per_bohr=0.0485 gap_ev="9.33 / 8.45" multiplicity=4 e_tot_ha=-33591.63793
Co 1.126144 2.804091 -1.415241 0.54 -0.07 0.03 2.78
B 0.546140 3.028676 1.052884 -0.40 0.11 -1.49 0.00
F -0.315515 3.455581 -0.167741 0.07 -0.66 0.42 0.04
F 0.310670 1.718705 1.330486 0.01 0.72 0.15 0.00
F 1.846025 3.135489 0.330300 0.53 -0.21 0.88 0.05
F 0.449675 4.007923 1.925965 -0.12 0.13 1.14 0.00
B 0.021414 1.248277 -3.230690 0.36 -0.01 0.86 0.00
F -1.286626 0.994170 -3.111845 0.02 -0.39 0.41 0.00
F 0.907008 0.937740 -1.991995 -0.94 -0.45 -0.18 0.05
F 0.667013 0.732613 -4.265198 0.36 -0.20 -0.88 0.00
F 0.205712 2.694670 -3.111754 -0.46 0.94 -1.20 0.03
Br 2.903219 -2.492276 -1.287968 0.30 0.45 -0.19 0.00
C 2.167731 -3.214876 0.364054 -1.16 -0.95 -1.65 0.00
C 0.679397 -2.823180 0.391506 1.07 0.69 0.20 0.00
Br -0.086146 -3.695140 1.910982 -0.46 -0.02 0.45 0.00
H 2.798221 -2.889588 1.185655 -0.38 -0.18 0.04 0.00
H 2.209503 -4.296019 0.125992 0.23 0.58 0.85 0.00
H 0.098991 -3.092294 -0.467153 0.14 -0.85 -0.57 0.00
H 0.523112 -1.748126 0.392413 0.17 0.21 0.76 0.00
Br -2.722557 0.372804 4.599262 -0.53 -0.13 -0.13 0.00
C -2.000865 2.145856 4.907951 1.14 -0.52 -1.57 0.00
C -0.769439 2.014189 5.762445 -0.49 1.36 1.55 0.00
Br 0.550635 0.853669 5.008655 0.48 0.17 -0.09 0.00
H -2.776712 2.710526 5.392221 -0.15 0.39 0.01 0.00
H -1.686973 2.525271 3.896330 -0.72 -0.12 1.03 0.00
H -1.048819 1.588088 6.739573 0.22 0.03 -0.41 0.00
H -0.398144 3.058706 5.986501 0.11 -1.23 -0.51 0.00
Br -2.786225 -2.310375 -0.949238 -0.30 0.35 -0.40 0.00
C -3.870279 -1.308706 0.349255 0.45 -0.22 0.94 0.00
C -4.168779 0.135771 -0.111457 -0.64 -1.02 -0.82 0.00
Br -5.528078 1.088886 0.942186 0.49 -0.49 -0.09 0.00
H -3.165058 -1.415078 1.196548 -0.75 0.77 -0.15 0.00
H -4.731750 -1.951622 0.591065 0.15 0.61 -0.43 0.00
H -4.534185 0.170918 -1.149014 -0.16 -0.37 0.48 0.00
H -3.296603 0.740072 -0.150366 0.83 0.45 0.49 0.00
Br -1.678741 -4.693835 -3.692963 0.32 0.28 -0.73 0.00
C -3.292310 -5.308430 -2.865823 1.07 -0.53 1.18 0.00
C -2.809802 -5.940358 -1.567708 0.66 0.87 0.29 0.00
Br -4.333144 -6.744022 -0.759259 -0.63 -0.44 0.64 0.00
H -3.825549 -6.043581 -3.422156 -0.01 -0.47 -0.85 0.00
H -3.916836 -4.469694 -2.722298 -0.59 0.91 0.31 0.00
H -2.364069 -5.204583 -0.833664 -0.57 -0.82 -0.98 0.00
H -2.080335 -6.724862 -1.791850 -0.23 0.17 0.18 0.00
Br 4.761894 1.199769 0.733634 0.06 -0.15 0.29 0.00
C 3.587416 0.092430 1.782750 -1.89 0.31 1.40 0.00
C 4.093002 -0.446838 3.111060 -0.28 1.10 0.78 0.00
Br 2.955661 -1.895817 3.773737 -0.08 0.22 -0.21 0.00
H 3.250206 -0.735628 1.215301 0.09 -0.63 -1.11 0.00
H 2.645400 0.650106 2.025029 0.93 -0.09 -0.47 0.00
H 4.010435 0.324469 3.904987 0.39 -0.50 -0.56 0.00
H 5.064867 -0.880597 3.077370 0.74 -0.09 -0.10 0.00
Br 1.325768 5.368251 -5.994796 0.13 0.45 0.01 0.00
C 2.409945 5.225649 -4.368528 -0.99 -1.13 -1.39 0.00
C 2.980643 3.842945 -4.476892 2.05 0.61 1.29 0.00
Br 3.344997 3.403939 -2.516492 0.64 -0.17 -0.40 0.04
H 1.721778 5.227337 -3.563729 -0.78 0.25 0.58 0.00
H 3.063500 6.055145 -4.271671 0.82 0.45 -0.18 0.00
H 3.935011 3.695488 -5.027954 -0.64 0.36 0.56 0.00
H 2.312410 3.077299 -4.720658 -1.22 -0.81 -0.48 0.00



No. 4
48
Properties=species:S:1:pos:R:3:forces:R:3:nbo_charge:R:1 method="wB97M-V/def2-TZVPD" de_lowest_kcal_mol=41.4 e_lumo_ha=0.0055 max_force_ha_per_bohr=0.0569 gap_ev=10.90 smiles=ClCCCl.ClCCCl.ClCCCl.ClCCCl.ClCCCl.ClCCCl e_tot_ha=-5993.90410
Cl 10.155886 26.171951 6.188432 0.07 0.00 -0.16 -0.06
C 10.852800 25.720313 7.767398 0.11 1.24 0.43 -0.39
C 9.687721 25.356962 8.704805 1.16 -1.23 -1.20 -0.38
Cl 10.405190 24.403617 10.041835 -0.23 0.28 0.39 -0.07
H 11.412487 26.589927 8.111821 -0.23 0.14 0.12 0.22
H 11.629453 24.968801 7.625483 -0.65 -0.45 0.02 0.23
H 9.135672 24.633487 8.104859 -0.54 0.17 0.44 0.22
H 9.063686 26.180045 9.052962 0.33 -0.11 -0.02 0.23
Cl 15.861317 27.634584 11.491458 -0.04 0.36 0.00 -0.05
C 14.760052 26.320336 11.919522 -0.80 0.19 0.21 -0.41
C 15.485427 25.007592 11.909735 -1.20 -0.95 -0.73 -0.36
Cl 15.773013 24.563018 10.155931 0.62 0.19 0.64 -0.09
H 13.900660 26.312813 11.249084 0.45 -0.12 -0.61 0.22
H 14.229845 26.561155 12.840923 0.76 -0.12 0.57 0.23
H 14.793848 24.200436 12.151244 -0.05 0.22 0.51 0.23
H 16.347499 24.926106 12.571759 0.21 0.24 -0.59 0.23
Cl 4.507721 26.730484 9.309529 0.06 0.96 0.48 -0.09
C 4.655510 28.548047 9.488045 -0.37 0.39 -0.96 -0.36
C 3.395045 29.158577 10.218464 1.81 -2.28 -0.32 -0.42
Cl 3.412884 30.898822 10.256778 -0.03 0.44 -0.21 -0.02
H 4.741222 28.887098 8.455666 -0.61 0.09 -0.05 0.22
H 5.649088 28.819396 9.844784 -0.31 -0.31 0.91 0.22
H 3.449478 28.778464 11.238591 -0.34 0.17 -0.01 0.22
H 2.541285 28.717444 9.704062 -0.20 0.53 0.15 0.23
Cl 10.426861 30.430274 8.397601 0.41 0.10 0.28 -0.09
C 11.216268 31.738407 9.382621 -0.05 0.11 -0.20 -0.36
C 12.725740 31.458183 9.499341 -0.62 -0.79 0.60 -0.38
Cl 13.674480 32.733799 10.429906 -0.86 -0.88 -1.07 -0.06
H 10.716185 31.704954 10.350558 0.21 0.12 -0.07 0.22
H 10.926544 32.645877 8.852828 0.43 0.05 0.21 0.22
H 13.137902 31.128741 8.545556 0.35 1.04 -0.13 0.23
H 12.802710 30.537090 10.077046 0.13 0.20 0.38 0.22
Cl 11.749954 23.694914 16.550354 0.09 0.07 -0.15 -0.05
C 10.206729 24.472468 16.141525 0.21 0.88 -0.37 -0.39
C 9.128426 24.097899 17.102231 -0.33 -0.83 -0.64 -0.40
Cl 9.345056 24.651285 18.766667 -0.02 0.13 -0.13 -0.04
H 9.903520 24.193351 15.132433 0.09 -0.45 0.08 0.22
H 10.343687 25.551399 16.069162 0.26 0.00 0.38 0.22
H 9.095054 23.008473 17.090828 -0.19 0.01 0.39 0.22
H 8.190753 24.449920 16.672174 -0.12 0.20 0.43 0.22
Cl 10.783806 24.313949 -0.257852 -0.47 0.34 -0.21 -0.05
C 12.063361 25.186615 0.604172 0.78 -0.11 0.45 -0.40
C 12.393583 26.587186 0.092288 -1.06 -0.59 -0.24 -0.37
Cl 11.049759 27.683138 0.675392 0.84 -0.22 -0.46 -0.08
H 12.891021 24.486602 0.489882 0.34 0.45 0.19 0.22
H 11.785227 25.256722 1.655752 -0.01 -0.18 -0.10 0.23
H 12.397299 26.559377 -0.997351 -0.16 0.35 0.06 0.22
H 13.362860 26.956318 0.427453 -0.27 -0.04 0.32 0.23